(1)
# C3HBrNO3

C3HBrNO3 as an isolated structure at a distorted geometry (the ωB97M-V functional and the def2-TZVPD basis, the Open Molecules 2025 dataset).

CARTESIAN COORDINATES (ANGSTROEM)
C: 1.22614 -0.60584 1.35007
C: 1.69841 -1.68234 0.66971
C: -1.58411 0.53090 -0.38150
N: -0.64171 0.97481 -1.03528
O: 1.51737 -2.40949 -0.25875
O: -2.63848 0.21109 0.04820
O: 1.30372 -0.16759 2.46173
Br: 2.89999 0.51170 -0.21507
H: 0.31857 0.97322 -0.99226

Summary:
ΔE to the lowest compared entry with this formula, charge and spin in eV: 0.425
2S+1: 1
Total charge: -1
E_LUMO in eV: 3.438
HOMO-LUMO gap in eV: 7.378

---

(2)
# C3HCaO3

C3HCaO3 as an isolated structure at a distorted geometry (the ωB97M-V functional and the def2-TZVPD basis, the Open Molecules 2025 dataset).

CARTESIAN COORDINATES (ANGSTROEM)
C: -2.40182 0.19574 0.04203
C: -1.48397 -0.58173 0.02113
O: -3.36318 1.07458 0.14580
H: -3.63271 1.41246 -0.71818
O: -0.52420 -1.50917 -0.01487
C: 0.60102 -1.27027 -0.79382
O: 1.53850 -0.80940 -0.08502
Ca: 3.54147 -0.84232 -0.64117

Summary:
ΔE to the lowest compared entry with this formula, charge and spin in eV: 3.939
2S+1: 1
Total charge: +1
E_LUMO in eV: -6.478
HOMO-LUMO gap in eV: 4.567

---

(3)
# C3HCl2FO

A single C3HCl2FO molecule at a distorted geometry (the ωB97M-V functional and the def2-TZVPD basis, the Open Molecules 2025 dataset).

CARTESIAN COORDINATES (ANGSTROEM)
O: -0.67694 1.78283 -0.22654
C: 0.43051 1.27475 0.15159
C: 0.42137 -0.27553 -0.11844
Cl: 2.07020 -0.86528 -0.11297
C: -0.66470 -1.03169 0.01794
F: -0.73787 -2.36359 -0.03645
Cl: -2.25054 -0.52446 -0.07192
H: 1.40798 2.00299 0.39680

Summary:
ΔE to the lowest compared entry with this formula, charge and spin in eV: 1.248
2S+1: 1
E_LUMO in eV: -0.447
HOMO-LUMO gap in eV: 9.485

---

(4)
# C3HCl3O

A 2-piece molecular cluster, C3HCl3O overall at a distorted geometry (the ωB97M-V functional and the def2-TZVPD basis, the Open Molecules 2025 dataset).

CARTESIAN COORDINATES (ANGSTROEM)
C: 2.32260 -0.20165 -0.05097
C: -0.58721 -0.31106 0.01427
C: -1.74029 0.31542 0.05967
O: 2.83810 -1.08207 -0.61555
Cl: 2.85137 1.30195 0.36214
Cl: -3.25005 -0.73479 0.18517
Cl: -2.12532 1.97834 -0.19335
H: -0.30920 -1.26613 0.23861

Summary:
ΔE to the lowest compared entry with this formula, charge and spin in eV: 4.552
2S+1: 1
E_LUMO (alpha / beta) in eV: -1.488 / -1.056
HOMO-LUMO gap (alpha / beta) in eV: 7.707 / 9.028

---

(5)
# C3HClF6S

A 2-piece molecular cluster, C3HClF6S overall at a distorted geometry (the ωB97M-V functional and the def2-TZVPD basis, the Open Molecules 2025 dataset).

CARTESIAN COORDINATES (ANGSTROEM)
C: -0.63046 -1.24936 0.66374
C: -0.46208 -1.67232 -0.81190
C: -2.75907 0.49280 -0.26840
F: 0.09976 -0.70106 -1.55140
F: -1.60439 -2.00027 -1.45541
F: 0.37950 -2.77961 -0.84157
F: -4.06855 0.40289 -0.12935
F: -2.39058 1.58406 0.44463
F: -2.29439 0.49604 -1.55311
S: 0.25429 -0.04117 1.41459
Cl: -1.40522 -2.44015 1.67506
H: 1.30284 0.02701 0.59241

Summary:
ΔE to the lowest compared entry with this formula, charge and spin in eV: 3.252
2S+1: 1
E_LUMO (alpha / beta) in eV: -1.127 / -0.783
HOMO-LUMO gap (alpha / beta) in eV: 8.985 / 7.886

---

(6)
# C3HF3

A 2-piece molecular cluster, C3HF3 overall at a distorted geometry (the ωB97M-V functional and the def2-TZVPD basis, the Open Molecules 2025 dataset).

CARTESIAN COORDINATES (ANGSTROEM)
C: -1.18825 -0.71759 -0.66804
C: -1.76255 -1.55226 -1.22861
C: 0.58382 0.77554 0.54632
F: 1.53673 0.90375 -0.23299
F: -0.11912 1.98007 0.59848
F: 1.06821 0.59199 1.83993
H: -0.12865 0.03415 0.22659

Summary:
ΔE to the lowest compared entry with this formula, charge and spin in eV: 7.148
2S+1: 1
E_LUMO (alpha / beta) in eV: -3.387 / -3.262
HOMO-LUMO gap (alpha / beta) in eV: 8.617 / 8.623